(1)
Below is a molecular structure, C32H68O11SSi2 in a non-equilibrium geometry, with properties calculated with the ωB97M-V functional and the def2-TZVPD basis.

```
! RIJCOSX wB97M-V def2-TZVPD def2/J DEFGRID3
* xyz 0 1
C 1.2826 -5.8253 0.4419
C 1.4161 -4.8205 -0.7289
C 0.5021 -5.2739 -1.8753
C 1.0751 -3.4332 -0.1825
C 0.8878 -2.3263 -1.2518
Si -0.8927 -1.7413 -1.2843
C -1.0252 -0.0383 -2.0773
C -1.8131 0.0276 -3.3968
C -1.0036 -0.2832 -4.6590
S -0.9427 -1.9628 -5.2485
O 0.0642 -2.6968 -4.5467
O -0.7644 -1.8996 -6.6670
O -2.3701 -2.5880 -4.9955
O -1.8456 -2.8489 -2.1119
Si -3.1279 -3.6097 -1.3483
C -4.6716 -2.9779 -2.2280
C -5.9576 -3.7260 -1.8823
C -6.5738 -3.4323 -0.4853
C -6.1009 -2.2028 0.2351
O -5.6543 -2.2537 1.3765
O -6.2472 -0.9912 -0.4119
H 0.3120 -6.3017 0.4270
H 2.0753 -6.5641 0.3940
H 1.3954 -5.2851 1.3774
H 2.4410 -4.8189 -1.0866
H -0.3836 -5.7759 -1.5038
H 1.0590 -5.9439 -2.5214
H 0.1638 -4.4623 -2.5092
H 1.8611 -3.1152 0.4899
H 0.1588 -3.5156 0.4052
H 1.4988 -1.4634 -0.9998
H 1.1641 -2.6647 -2.2456
H -1.3042 -1.6062 0.1308
H -1.5214 0.6396 -1.3876
H -0.0323 0.3747 -2.2413
H -2.7093 -0.5833 -3.2910
H -2.1652 1.0467 -3.5187
H -1.3778 0.3147 -5.4788
H 0.0340 -0.0235 -4.4868
H -2.7661 -2.2253 -4.1917
H -3.0107 -5.0730 -1.4573
H -3.1513 -3.1544 0.0521
H -4.4737 -3.1688 -3.2843
H -4.7599 -1.9015 -2.1335
H -6.7123 -3.5334 -2.6356
H -5.7618 -4.7920 -1.9222
H -7.6463 -3.3089 -0.6233
H -6.4600 -4.2837 0.1665
H -5.3613 -0.6412 -0.5312
C 4.3074 -0.1149 3.0860
C 5.3962 -1.0344 2.5444
C 4.5835 -2.0275 1.7235
O 3.4422 -1.3159 1.2380
C 3.3420 -0.0558 1.9144
H 4.6707 0.8627 3.3868
H 3.8215 -0.5750 3.9477
H 6.0715 -0.4715 1.8950
H 5.9921 -1.5138 3.3196
H 4.2322 -2.8608 2.3433
H 5.1390 -2.4363 0.8780
H 3.6231 0.7351 1.2078
H 2.3104 0.1073 2.2262
C 0.9918 3.4043 5.4076
C 1.4109 2.5826 6.6235
C 1.5690 1.1945 6.0178
O 1.9791 1.3893 4.6625
C 1.8205 2.7626 4.3030
H 1.1801 4.4717 5.5112
H -0.0732 3.2633 5.2103
H 2.3713 2.9405 7.0024
H 0.6928 2.6075 7.4414
H 0.6187 0.6502 6.0171
H 2.3141 0.5881 6.5345
H 2.8146 3.2202 4.2362
H 1.3451 2.8249 3.3233
C 7.3913 2.2411 6.9577
C 8.4925 1.3312 6.4205
C 7.6921 0.3342 5.5934
O 6.5505 1.0408 5.1017
C 6.4333 2.2953 5.7754
H 7.7425 3.2256 7.2622
H 6.9048 1.7720 7.8158
H 9.1662 1.9004 5.7763
H 9.0877 0.8542 7.1973
H 7.3427 -0.5025 6.2082
H 8.2556 -0.0678 4.7509
H 6.7113 3.0914 5.0757
H 5.3949 2.4458 6.0756
C -1.7619 4.6855 -6.4077
C -3.0027 4.4189 -7.2555
C -3.2972 2.9627 -6.9241
O -2.8522 2.7570 -5.5774
C -2.0632 3.8731 -5.1565
H -1.5915 5.7395 -6.1953
H -0.8755 4.2909 -6.9087
H -3.8259 5.0553 -6.9232
H -2.8521 4.5865 -8.3202
H -2.7408 2.2849 -7.5794
H -4.3568 2.7171 -6.9927
H -2.6470 4.4569 -4.4351
H -1.1617 3.5099 -4.6593
C -4.6678 3.6310 -0.2994
C -3.7702 4.3678 -1.2907
C -2.4782 3.5688 -1.1932
O -2.8587 2.2242 -0.8854
C -4.2406 2.1866 -0.5124
H -5.7316 3.7850 -0.4697
H -4.4364 3.9455 0.7203
H -4.1856 4.2906 -2.2985
H -3.6318 5.4225 -1.0593
H -1.8385 3.9404 -0.3860
H -1.9037 3.5757 -2.1207
H -4.8071 1.7242 -1.3303
H -4.3561 1.5732 0.3826
*
```

## Properties
Highest occupied orbital energy   -0.3318 Eh
Relative energy (zero: lowest compared OMol25 entry of this formula, charge and spin)   0.0 kcal/mol
Frontier orbital gap   0.3497 Ha

(2)
Below is a molecular structure, C32H69F6Li2N3O8 in a non-equilibrium geometry, with properties calculated with the ωB97M-V functional and the def2-TZVPD basis.

```
! RIJCOSX wB97M-V def2-TZVPD def2/J DEFGRID3
* xyz 0 1
Li -0.0678 -2.3396 -1.0451
Li -2.3444 -1.0828 -1.3409
O -0.6542 -0.5309 -0.5166
H -0.3747 0.0437 0.2226
O -1.6612 -2.6822 -2.2082
H -1.9648 -3.4116 -2.7830
C 3.8528 -3.0380 -0.1593
C 2.4154 -2.5193 -0.2598
N 1.6015 -3.4743 -1.0105
C 1.6222 -4.8095 -0.4415
C 1.1403 -4.8354 0.9774
C 1.9122 -3.4926 -2.4428
C 1.7870 -2.1380 -3.1397
H 3.8723 -3.8744 0.5394
H 4.5115 -2.2953 0.2909
H 4.2425 -3.2693 -1.1506
H 1.9091 -2.4044 0.6986
H 2.4218 -1.5492 -0.7568
H 1.0648 -5.4901 -1.0850
H 2.5922 -5.3012 -0.3672
H 0.7563 -5.8266 1.2187
H 1.9560 -4.6127 1.6652
H 0.3534 -4.1241 1.2279
H 1.1287 -4.1540 -2.8126
H 2.8901 -3.9415 -2.6168
H 2.7641 -1.6552 -3.1588
H 0.9990 -1.4616 -2.8086
H 1.5793 -2.2719 -4.2014
C -0.6533 7.3426 -1.7594
C -0.5644 6.0061 -1.1526
N 0.4576 5.8166 -0.1361
C 1.7910 5.8893 -0.8235
C 2.8613 6.4124 0.1003
C 0.2735 4.5240 0.6480
C -0.7236 4.7793 1.8141
H -1.5737 7.5083 -2.3194
H 0.1299 7.5096 -2.4989
H -0.5606 8.1248 -1.0060
H -1.5219 5.9362 -0.6366
H -0.6722 5.1649 -1.8373
H 2.0643 4.8848 -1.1466
H 1.7564 6.3978 -1.7870
H 3.7104 6.7707 -0.4816
H 2.4925 7.2269 0.7238
H 3.2372 5.5843 0.7012
H 1.2217 4.1902 1.0693
H -0.1089 3.6824 0.0704
H -0.5395 5.7292 2.3159
H -0.6216 4.0160 2.5855
H -1.7231 4.8515 1.3853
C -1.6662 0.5302 -3.8055
C -2.7658 1.3203 -3.0770
N -3.5902 0.3602 -2.3758
C -4.3672 1.0459 -1.3056
C -3.5152 1.5564 -0.0655
C -4.5956 -0.2244 -3.2884
C -5.2812 -1.4561 -2.6523
H -1.1928 -0.1206 -3.0703
H -0.8148 1.1399 -4.1076
H -1.9708 -0.0725 -4.6611
H -2.1958 1.9275 -2.3738
H -3.3585 1.9742 -3.7166
H -5.0556 0.3293 -0.8576
H -4.9660 1.8463 -1.7402
H -4.0283 2.1836 0.6636
H -2.6714 2.1822 -0.3560
H -3.1125 0.7268 0.5156
H -5.4176 0.4507 -3.5266
H -4.1017 -0.5919 -4.1879
H -4.5048 -2.1431 -2.3157
H -6.0154 -1.2327 -1.8782
H -5.8020 -2.0812 -3.3776
C -3.5343 -5.2994 0.0338
C -3.2226 -4.5425 1.2944
O -4.3360 -3.6883 1.6085
C -4.3887 -2.4017 1.2345
O -3.5601 -1.9307 0.4400
C -5.6604 -1.7328 1.7185
F -6.4892 -1.6571 0.7101
F -6.2777 -2.3990 2.6885
F -5.3340 -0.5337 2.1273
H -4.3283 -6.0324 0.1763
H -2.6752 -5.9016 -0.2618
H -3.8018 -4.6289 -0.7829
H -2.2814 -3.9950 1.2446
H -3.1219 -5.1297 2.2072
C 7.0002 -0.7708 4.9578
C 7.0322 -1.6080 3.6633
O 5.8958 -2.5036 3.6516
C 4.6078 -2.0284 3.5585
O 4.3834 -0.8677 3.3344
C 3.4783 -3.0036 3.8460
F 3.9189 -4.2630 3.6995
F 3.0404 -2.7720 5.1139
F 2.4601 -2.8838 2.9550
H 7.0820 -1.3116 5.9006
H 6.1518 -0.0877 4.9999
H 7.9179 -0.1830 4.9350
H 7.8831 -2.2833 3.5740
H 6.9311 -0.8637 2.8734
C 1.5642 2.6171 -2.7422
C 2.4705 1.5528 -2.1783
O 3.0990 0.8761 -2.9799
C 2.4662 1.3049 -0.6912
H 2.2273 3.4809 -2.7892
H 0.6404 2.8022 -2.1941
H 1.3298 2.5215 -3.8024
H 2.5077 2.2455 -0.1420
H 3.4080 0.8581 -0.3727
H 1.5543 0.7456 -0.4818
C -0.2330 -0.5479 2.6884
C -0.6010 0.9160 3.0344
O 0.3308 1.7798 3.2061
C -2.0410 1.2938 3.2708
H -1.1297 -1.1166 2.4422
H 0.1282 -1.0589 3.5809
H 0.5296 -0.6019 1.9114
H -2.5739 1.0913 2.3418
H -2.1727 2.3628 3.4378
H -2.3250 0.7228 4.1548
*
```

## Properties
Highest occupied orbital energy   -0.3041 Eh
Frontier orbital gap   0.3175 Ha

(3)
Below is 5 unconnected molecules or ions with the total composition C32H69N6O4S2 in a non-equilibrium geometry, with properties calculated with the ωB97M-V functional and the def2-TZVPD basis.

```
! RIJCOSX wB97M-V def2-TZVPD def2/J DEFGRID3
* xyz -1 1
C -1.1617 -1.7795 1.2829
C -0.8991 -3.3328 1.1710
C -1.5662 -3.9398 -0.1116
C -3.1322 -3.7570 -0.1034
C -3.5744 -2.5240 -0.9864
C -3.5339 -2.8315 -2.5134
C -3.4966 -1.5306 -3.4106
C -2.0509 -0.9776 -3.6577
N -1.5790 0.0229 -2.6837
C -2.4427 1.2152 -2.6176
C -3.4247 1.1808 -1.3658
C -4.6929 1.9988 -1.7678
C -5.9344 1.8201 -0.8047
C -5.6843 0.9027 0.4389
C -6.9522 1.0106 1.3762
C -8.0218 -0.1195 1.1640
C -8.1694 -0.6391 -0.3056
C -0.2345 0.3775 -3.1578
S -0.0333 1.4059 -4.4693
S 1.2660 -0.2844 -2.4205
C 1.0673 -0.4072 -0.5955
C 2.4385 0.0364 0.0380
C 2.3561 1.5775 0.2603
N 1.2430 1.8900 1.1579
H -1.1209 -1.3734 0.2495
H -0.3856 -1.2462 1.8664
H -2.1754 -1.5429 1.6747
H -1.2861 -3.7888 2.1046
H 0.1987 -3.4633 1.0761
H -1.1558 -3.5155 -1.0535
H -1.3779 -5.0461 -0.1337
H -3.5156 -3.6298 0.9347
H -3.6105 -4.6617 -0.5543
H -2.8741 -1.7026 -0.7204
H -4.5964 -2.2123 -0.6644
H -4.4795 -3.3597 -2.7914
H -2.6734 -3.4864 -2.7627
H -4.2307 -0.7796 -3.0550
H -3.8680 -1.8681 -4.4107
H -1.3521 -1.8466 -3.5685
H -1.9826 -0.6391 -4.7200
H -3.0756 1.2576 -3.5404
H -1.8727 2.1623 -2.5096
H -2.8677 1.6825 -0.5454
H -3.6909 0.1329 -1.1431
H -4.4885 3.0835 -1.8782
H -5.0161 1.6297 -2.7736
H -6.2456 2.8296 -0.4448
H -6.7879 1.4358 -1.4103
H -5.5049 -0.1534 0.1642
H -4.8454 1.3449 1.0174
H -7.4359 2.0100 1.2872
H -6.6210 0.9364 2.4403
H -7.8622 -1.0094 1.8128
H -9.0241 0.2851 1.4519
H -8.9482 -1.4354 -0.3490
H -8.5076 0.1700 -0.9844
H -7.2273 -1.0741 -0.6937
H 0.9314 -1.4937 -0.3648
H 0.2111 0.1562 -0.1775
H 2.7108 -0.5541 0.9348
H 3.2186 -0.1362 -0.7509
H 3.3204 1.9218 0.7225
H 2.2418 2.0464 -0.7638
H 1.0819 2.9007 1.1666
C 5.8278 2.2345 2.8673
C 5.7464 2.9816 1.5618
O 5.3457 2.4537 0.5405
N 6.1373 4.2897 1.5422
C 6.6392 5.0978 2.6368
H 5.4821 1.2151 2.7134
H 6.8608 2.2013 3.2230
H 5.1884 2.7069 3.6146
H 6.0512 4.7171 0.6332
H 5.9795 5.9581 2.7697
H 7.6381 5.4595 2.3791
H 6.6884 4.5362 3.5650
C 11.8542 2.9289 -0.1280
C 10.7011 3.6378 0.5336
O 10.7291 4.8370 0.7737
N 9.6094 2.9022 0.8637
C 9.3808 1.4846 0.6666
H 12.6450 3.6479 -0.3280
H 12.2494 2.1528 0.5296
H 11.5362 2.4910 -1.0755
H 8.8795 3.4446 1.3013
H 8.4908 1.3628 0.0463
H 9.1991 1.0273 1.6415
H 10.2239 0.9933 0.1898
C -2.1865 3.7600 1.4759
C -3.1099 4.0776 2.6200
O -4.1343 3.4426 2.8330
N -2.7736 5.1145 3.4362
C -1.6146 5.9800 3.3556
H -2.5834 2.9147 0.9203
H -2.1143 4.6150 0.8006
H -1.1955 3.4897 1.8486
H -3.4362 5.2696 4.1789
H -1.0477 5.8962 4.2853
H -1.9541 7.0128 3.2426
H -0.9728 5.7189 2.5197
C 0.3542 -9.3723 -0.5865
C 0.4934 -7.8721 -0.5590
O -0.0737 -7.1833 0.2729
N 1.2810 -7.2874 -1.5008
C 2.0334 -7.9197 -2.5655
H -0.3022 -9.6822 0.2230
H -0.0852 -9.6950 -1.5319
H 1.3272 -9.8460 -0.4442
H 1.3236 -6.2830 -1.4168
H 3.0900 -7.6727 -2.4437
H 1.6885 -7.5232 -3.5226
H 1.9139 -8.9991 -2.5601
*
```

## Properties
Highest occupied orbital energy   -0.0626 Eh
Relative energy (zero: lowest compared OMol25 entry of this formula, charge and spin)   38.0 kcal/mol
Frontier orbital gap   0.1406 Ha

(4)
Below is 6 unconnected molecules or ions with the total composition C32H71ClF2O8S, with properties calculated with the ωB97M-V functional and the def2-TZVPD basis.

```
! RIJCOSX wB97M-V def2-TZVPD def2/J DEFGRID3
* xyz 0 1
C 0.0562 -1.5687 -5.4942
C 0.8897 -0.3791 -5.9726
C 0.4370 0.9549 -5.4176
F 0.9245 1.9642 -6.2749
C 0.9277 1.3434 -4.0166
C 1.2285 0.1698 -3.0774
S -0.2112 -0.3214 -2.1546
O -0.4351 -1.7251 -2.2573
O -0.1737 0.3152 -0.8719
O -1.3503 0.3570 -3.0205
C -1.3847 1.8226 -3.0128
C -2.4934 2.2255 -3.9891
C -3.6876 1.2802 -3.9525
C -4.3924 1.2588 -2.6117
Cl -4.8291 1.7807 -5.2548
C 0.0411 2.3710 -3.2886
C 0.0552 3.7446 -3.9625
C -0.5016 4.8470 -3.0908
F 0.3007 4.9876 -1.9610
H -0.9906 -1.2930 -5.3439
H 0.4086 -1.9900 -4.5529
H 0.0793 -2.3627 -6.2403
H 0.8186 -0.2803 -7.0569
H 1.9505 -0.5274 -5.7463
H -0.6491 1.0243 -5.4907
H 1.8865 1.8332 -4.2093
H 1.6460 -0.7094 -3.5616
H 1.9320 0.4883 -2.3070
H -1.6793 2.1138 -2.0029
H -2.8491 3.2124 -3.6833
H -2.1355 2.3257 -5.0120
H -3.3772 0.2732 -4.2163
H -3.7841 0.7187 -1.8834
H -4.5699 2.2749 -2.2510
H -5.3493 0.7480 -2.6971
H 0.5070 2.5097 -2.3084
H -0.4720 3.7409 -4.9187
H 1.0921 4.0027 -4.1903
H -1.5126 4.6477 -2.7320
H -0.4997 5.8029 -3.6154
C 2.6168 3.2768 4.0235
C 3.4762 2.8506 2.8461
O 3.7493 1.4605 2.8090
C 2.6132 0.6133 2.7281
C 1.7381 0.8594 1.5144
H 3.0604 2.9374 4.9612
H 2.5391 4.3649 4.0502
H 1.6047 2.8755 3.9582
H 4.4570 3.3226 2.9084
H 3.0167 3.1804 1.9070
H 2.0152 0.6767 3.6452
H 3.0282 -0.3958 2.6972
H 1.2324 1.8254 1.5541
H 0.9669 0.0944 1.4449
H 2.3284 0.8269 0.5964
C 4.7992 -3.9875 -2.2889
C 4.6480 -2.5784 -2.8334
O 3.4800 -1.9079 -2.3833
C 3.3725 -1.7387 -0.9763
C 4.4848 -0.9035 -0.3690
H 3.9050 -4.5766 -2.4968
H 5.6519 -4.4726 -2.7661
H 4.9765 -3.9968 -1.2130
H 4.5459 -2.6080 -3.9187
H 5.5415 -1.9855 -2.6080
H 3.3051 -2.7118 -0.4787
H 2.4106 -1.2436 -0.8270
H 5.4536 -1.4007 -0.4299
H 4.2771 -0.7160 0.6851
H 4.5628 0.0615 -0.8737
C 0.0044 -2.6290 1.5513
C 1.1097 -3.6481 1.7569
O 1.2157 -4.1345 3.0850
C 0.0685 -4.7945 3.5916
C -0.3359 -6.0275 2.8017
H 0.1075 -1.8073 2.2617
H 0.0458 -2.2331 0.5356
H -0.9875 -3.0644 1.6839
H 2.0800 -3.1895 1.5589
H 0.9962 -4.4767 1.0480
H -0.7763 -4.0998 3.6639
H 0.3410 -5.0765 4.6088
H -0.6849 -5.7778 1.7991
H -1.1511 -6.5392 3.3158
H 0.5037 -6.7183 2.7133
C -5.3975 -1.7992 -0.0086
C -6.4227 -1.5115 -1.0923
O -5.9566 -1.7553 -2.4064
C -5.5579 -3.0875 -2.6878
C -6.6659 -4.1125 -2.5214
H -4.4697 -1.2589 -0.2036
H -5.7874 -1.4792 0.9589
H -5.1641 -2.8620 0.0661
H -6.6800 -0.4512 -1.0864
H -7.3480 -2.0650 -0.8959
H -4.6885 -3.3652 -2.0811
H -5.2285 -3.0598 -3.7267
H -6.9743 -4.2215 -1.4809
H -6.3144 -5.0871 -2.8631
H -7.5386 -3.8332 -3.1132
C 2.4345 4.8391 8.8004
C 1.6516 3.6644 9.3612
O 0.2499 3.7582 9.1702
C -0.1837 3.8360 7.8232
C 0.2165 2.6431 6.9730
H 2.0503 5.7803 9.1957
H 3.4837 4.7473 9.0854
H 2.3933 4.8794 7.7110
H 1.7773 3.6147 10.4429
H 2.0357 2.7245 8.9481
H 0.1700 4.7636 7.3577
H -1.2699 3.9033 7.8872
H 1.2966 2.5841 6.8336
H -0.2360 2.7303 5.9838
H -0.1232 1.7120 7.4284
*
```

## Properties
Highest occupied orbital energy   -0.3529 Eh
SMILES   CC[C@H](F)[C@@H]1CS(=O)(=O)O[C@H](C[C@@H](C)Cl)[C@@H]1CCF.CCOCC.CCOCC.CCOCC.CCOCC.CCOCC
Frontier orbital gap   0.3746 Ha